# 1
# C3H21NO8

A cluster of 8 separate species, C3H21NO8 in total in a non-equilibrium geometry (ωB97M-V/def2-TZVPD, OMol25).

Output
energy above the lowest of the compared OMol25 structures with the same formula, charge and spin = 18.5 kcal/mol
frontier orbital gap = 9.1 eV

Positions of all 33 atoms, in Å:
1 N 1.34844 -2.17099 1.44914
2 C 0.67343 -3.16697 0.63083
3 C 1.27263 -3.32393 -0.78748
4 C 0.47756 -2.63370 -1.90695
5 O 0.77602 -2.77545 -3.06195
6 H 1.02304 -1.22428 1.25114
7 H 2.35314 -2.22489 1.36294
8 H 0.72864 -4.09501 1.20603
9 H -0.39698 -2.94876 0.46563
10 H 1.26679 -4.37358 -1.15737
11 H 2.34244 -3.10554 -0.82180
12 H -0.35330 -2.03540 -1.54946
13 O 0.96370 0.36069 2.28071
14 H 0.00117 0.45382 2.43389
15 H 1.44326 0.24756 3.10994
16 O -2.69713 2.67072 -1.97338
17 H -2.73457 3.15620 -1.13669
18 H -1.81577 2.88162 -2.30518
19 O 1.93327 1.15120 -0.06621
20 H 2.87056 1.31367 0.00123
21 H 1.42978 1.19634 0.75256
22 O 0.38029 2.36645 -1.77730
23 H 0.71581 1.55145 -1.35097
24 H 0.86290 2.50545 -2.60004
25 O -1.78437 0.76340 2.34547
26 H -2.09767 0.05829 1.74911
27 H -2.23562 1.54067 2.00161
28 O -1.05770 3.32699 0.47745
29 H -0.37921 3.78962 -0.05239
30 H -0.46470 2.71769 0.93011
31 O -2.32198 0.41991 -0.33947
32 H -1.51229 0.75876 -0.70951
33 H -3.01163 0.84801 -0.85164

***

# 2
# C9H10

The molecule C9H10 in a non-equilibrium geometry (ωB97M-V/def2-TZVPD, OMol25).

Output
energy above the lowest of the compared OMol25 structures with the same formula, charge and spin = 81.3 kcal/mol
frontier orbital gap = 9.8 eV

Positions of all 19 atoms, in Å:
1 C 0.56100 1.93106 -1.31828
2 C -0.55531 1.83300 -0.87429
3 C -1.81063 1.30641 -0.41287
4 C -1.50740 -0.06089 0.06734
5 C -2.06187 -0.54224 1.16803
6 C -0.66529 -0.95423 -0.89768
7 C 0.70390 -0.85970 -0.41653
8 C 1.79480 -0.84449 0.12114
9 C 3.07581 -0.78865 0.90767
10 H 1.47094 2.08723 -1.64954
11 H -2.03398 1.99483 0.44791
12 H -2.66778 1.29582 -1.16498
13 H -1.88398 -1.43392 1.61346
14 H -2.58265 0.10893 1.81488
15 H -0.73598 -0.71808 -1.89087
16 H -1.05846 -1.96105 -0.83432
17 H 2.94629 0.11125 1.47615
18 H 3.95687 -0.80277 0.30276
19 H 3.05373 -1.70249 1.54001

***

# 3
# C21H25ClN2O4S

The molecule C21H25ClN2O4S in a non-equilibrium geometry (ωB97M-V/def2-TZVPD, OMol25).

Output
energy above the lowest of the compared OMol25 structures with the same formula, charge and spin = 4.3 kcal/mol
frontier orbital gap = 9.0 eV

Positions of all 54 atoms, in Å:
1 C 2.24064 -3.50590 0.80442
2 N 1.76541 -2.28311 0.19009
3 C 2.65042 -1.48630 -0.54167
4 C 3.84401 -1.99572 -1.05102
5 C 4.73500 -1.17206 -1.71350
6 C 4.45503 0.17349 -1.87692
7 C 3.27273 0.68719 -1.37502
8 C 2.37342 -0.12336 -0.70433
9 C 1.04816 0.44349 -0.20834
10 N 1.15280 1.85863 0.08692
11 C 1.11032 2.26058 1.48090
12 C -0.28822 2.60479 2.01642
13 C -1.16265 1.37947 2.27340
14 C -2.57924 1.75637 2.72614
15 C -3.54229 2.01620 1.56188
16 C -4.27544 0.74450 1.10251
17 C -3.26810 -0.29914 0.67998
18 O -2.72383 -0.31289 -0.40023
19 O -3.01998 -1.17299 1.63954
20 C 0.11719 0.08561 -1.33663
21 C -0.27794 0.96115 -2.34167
22 C -1.06120 0.52851 -3.39601
23 C -1.43365 -0.80471 -3.47907
24 Cl -2.40238 -1.34216 -4.79160
25 C -1.02498 -1.70627 -2.51065
26 C -0.26381 -1.24270 -1.45845
27 S 0.11910 -2.42628 -0.18095
28 O -0.10813 -3.74807 -0.68314
29 O -0.58705 -2.09776 1.03531
30 H 2.33260 -4.32468 0.08570
31 H 3.19686 -3.31620 1.28949
32 H 1.50189 -3.78840 1.55337
33 H 4.07344 -3.04304 -0.93553
34 H 5.65040 -1.58920 -2.10620
35 H 5.15118 0.81693 -2.39223
36 H 3.03592 1.73464 -1.47346
37 H 0.75506 -0.13049 0.68159
38 H 0.46424 2.39135 -0.42859
39 H 1.74144 3.15327 1.56913
40 H 1.56351 1.47314 2.08730
41 H -0.17337 3.16171 2.94994
42 H -0.78169 3.26773 1.30005
43 H -1.22145 0.78006 1.36654
44 H -0.68884 0.76533 3.04212
45 H -2.51918 2.64812 3.35424
46 H -2.98577 0.95076 3.33914
47 H -4.29875 2.74325 1.86412
48 H -2.99791 2.43436 0.71337
49 H -4.91632 0.98257 0.25261
50 H -4.87487 0.34643 1.92006
51 H -2.21809 -1.71118 1.43093
52 H 0.02382 1.99697 -2.31332
53 H -1.38293 1.22450 -4.15503
54 H -1.29652 -2.74853 -2.54366

***

# 4
# C31H29N2NaO2PS

A structure of composition C31H29N2NaO2PS (ωB97M-V/def2-TZVPD, OMol25).

Output
net charge = -1
energy above the lowest of the compared OMol25 structures with the same formula, charge and spin = 7.0 kcal/mol
frontier orbital gap = 6.4 eV

Positions of all 67 atoms, in Å:
1 Na -0.44829 1.03110 -1.06905
2 C -5.52546 0.46869 5.18293
3 C -4.25626 0.26132 4.40083
4 C -3.37757 -0.76433 4.72253
5 C -2.19313 -0.93992 4.01565
6 C -1.88307 -0.08359 2.97485
7 C -2.75058 0.94934 2.63869
8 C -3.92544 1.11507 3.34780
9 S -0.39259 -0.30328 2.02006
10 O 0.34199 -1.36832 2.67974
11 O 0.22903 1.00049 1.96002
12 N -0.85459 -0.63697 0.55367
13 C -1.21704 -1.87322 0.09337
14 C -1.52250 -2.99384 0.89337
15 C -1.85588 -4.17955 0.27904
16 C -1.89105 -4.25551 -1.10997
17 C -1.59774 -3.10153 -1.81374
18 N -1.27729 -1.94250 -1.24894
19 H -5.84196 -0.45260 5.67247
20 H -6.33592 0.80767 4.53685
21 H -5.38702 1.22555 5.95881
22 H -3.62055 -1.43814 5.53684
23 H -1.50044 -1.73146 4.26979
24 H -2.49550 1.61531 1.82385
25 H -4.60148 1.91952 3.08051
26 H -1.46632 -2.91749 1.96877
27 H -2.08497 -5.05295 0.87935
28 H -2.13545 -5.17427 -1.62537
29 H -1.61593 -3.10206 -2.89996
30 C 3.67863 -0.67744 -3.67543
31 P 2.27990 -0.44813 -2.49200
32 C 3.04987 0.74225 -1.33018
33 C 4.09445 0.42816 -0.45972
34 C 4.60559 1.38789 0.39648
35 C 4.07989 2.67612 0.39712
36 C 3.05175 3.00387 -0.46980
37 C 2.54411 2.04187 -1.33529
38 C 2.36208 -2.02262 -1.56083
39 C 2.07306 -2.06074 -0.19785
40 C 1.96932 -3.26937 0.47339
41 C 2.15952 -4.46275 -0.20888
42 C 2.45401 -4.43967 -1.56464
43 C 2.55059 -3.22897 -2.23523
44 H 3.40639 -1.38362 -4.45936
45 H 4.57996 -1.02473 -3.16805
46 H 3.87741 0.28549 -4.14669
47 H 4.48945 -0.58102 -0.43617
48 H 5.40463 1.12964 1.08059
49 H 4.46738 3.41649 1.08596
50 H 2.62025 3.99676 -0.47225
51 H 1.73005 2.31452 -2.00110
52 H 1.90410 -1.14402 0.35229
53 H 1.71223 -3.25825 1.52465
54 H 2.06641 -5.40840 0.31108
55 H 2.59716 -5.36715 -2.10618
56 H 2.76002 -3.23165 -3.29839
57 C -1.12093 5.85443 -3.15834
58 C -1.40830 4.72987 -3.91990
59 C -1.26888 3.45767 -3.36736
60 C -0.84497 3.21537 -2.04591
61 C -0.57018 4.39383 -1.32255
62 C -0.69897 5.67865 -1.84757
63 H -1.22425 6.84928 -3.57839
64 H -1.73921 4.84671 -4.94861
65 H -1.50538 2.61416 -4.01577
66 H -0.23362 4.31666 -0.28791
67 H -0.47052 6.54631 -1.23400

***

# 5
# C4H18NO8

A cluster of 6 separate species, C4H18NO8 in total in a non-equilibrium geometry (ωB97M-V/def2-TZVPD, OMol25).

Output
energy above the lowest of the compared OMol25 structures with the same formula, charge and spin = 0.0 kcal/mol
spin multiplicity = 2
frontier orbital gap (alpha / beta) = 11.1 / 6.8 eV
⟨S²⟩ = 0.76

Positions of all 31 atoms, in Å:
1 C 2.31350 -0.25022 -1.31469
2 C 1.20491 -1.04975 -0.59569
3 C 0.89641 -2.31074 -1.35336
4 O 0.45843 -2.01942 -2.67972
5 N 1.63061 -1.27940 0.77726
6 C 0.67397 -1.17089 1.80270
7 O -0.12255 -0.24660 1.78844
8 O 0.75644 -2.16389 2.57419
9 H 3.22785 -0.82992 -1.43396
10 H 1.96319 0.07110 -2.29006
11 H 2.46520 0.60191 -0.66968
12 H 0.31001 -0.44384 -0.46482
13 H 0.16897 -2.94891 -0.83589
14 H 1.74455 -2.96251 -1.57414
15 H -0.47932 -1.79724 -2.67800
16 H 2.34531 -1.95569 1.04941
17 H -1.09772 1.67132 -2.11022
18 H -1.94550 2.91692 -1.59425
19 O -1.64950 2.41107 -2.35604
20 H 0.57949 2.72461 -1.07526
21 H 1.86173 2.30355 -0.35714
22 O 1.54632 2.80658 -1.10945
23 H -1.48760 2.69013 1.24529
24 H -0.76858 3.86345 0.46296
25 O -1.15810 2.98991 0.35170
26 H -2.04320 1.73689 3.09824
27 H -1.38274 0.66829 2.18989
28 O -1.98945 1.44139 2.18335
29 H -2.40241 -1.48039 -0.27095
30 H -2.82010 -0.98304 1.11418
31 O -3.16361 -1.38158 0.30693